A | {
  "formula": "C4H9I2N2",
  "method": "ωB97M-V/def2-TZVPD",
  "mol_weight_g_mol": 338.938,
  "charge": 1,
  "e_lumo_ev": [-4.64, -4.68],
  "gap_ev": [6.3, 6.2],
  "elements": ["I", "I", "N", "N", "C", "C", "C", "C", "H", "H", "H", "H", "H", "H", "H", "H", "H"],
  "xyz": [[2.10142, -0.96473, 0.19618], [-2.40346, -0.65404, 0.19839], [-0.34827, -2.73637, -0.07249], [0.23305, 1.02769, -1.14364], [1.10387, 0.01860, -1.27841], [-1.04816, -1.97555, -0.83226], [-0.31255, 1.60292, -0.07460], [0.14827, 1.53809, 1.27472], [1.17638, 1.81908, 1.18946], [-0.37349, 2.23197, 2.06817], [-0.08599, -2.41870, 0.83854], [-0.12502, -3.67585, -0.31993], [-0.94697, 2.46003, -0.32365], [-0.40147, 1.08506, -1.96378], [0.27017, 0.48039, 1.64764], [-1.22657, -2.13313, -1.90656], [1.38269, -0.25981, -2.37816]],
  "mulliken_charge": [0.1322, 0.2110, -0.2851, -0.0099, -0.5972, -0.2390, -0.1336, -1.1223, 0.4225, 0.2977, 0.2579, 0.1936, 0.4178, 0.3295, 0.2384, 0.4714, 0.4151]
}

=====

B | {
  "formula": "C4H9I2N2",
  "method": "ωB97M-V/def2-TZVPD",
  "mol_weight_g_mol": 338.938,
  "charge": 1,
  "e_lumo_ev": -3.55,
  "gap_ev": 8.4,
  "elements": ["I", "I", "N", "N", "C", "C", "C", "C", "H", "H", "H", "H", "H", "H", "H", "H", "H"],
  "xyz": [[-1.36533, 1.55864, -0.35885], [-0.56778, 0.73044, 4.55629], [1.16028, 0.99769, -2.80598], [1.41589, -0.16795, -0.53258], [-1.66238, -0.78730, 1.60096], [1.54041, -0.88261, 0.33577], [-1.01121, 1.43353, 2.66471], [-1.18768, 0.58402, 1.68150], [1.27906, 0.31489, -3.49031], [-2.47258, -0.82035, 0.84530], [-0.87246, -1.46657, 1.29480], [0.16536, 1.20832, -3.03951], [1.24043, 0.41239, -1.74536], [-2.10845, -1.11574, 2.50043], [1.68103, 1.87779, -2.95574], [1.44109, -1.42396, 1.30646], [-0.67579, 2.46331, 2.55604]],
  "mulliken_charge": [-0.0559, 0.0903, -0.6121, -0.1878, -0.8689, -0.0685, -0.5422, 0.0864, 0.3479, 0.3237, 0.1687, 0.2998, 0.5248, 0.3963, 0.3389, 0.3364, 0.4223]
}

=====

It comes down to B, which is 0.0690 hartree more stable than the next structure.

=====

A | {
  "formula": "C2H5IOS",
  "method": "ωB97M-V/def2-TZVPD",
  "smiles": "C[C@](O)(S)I",
  "mol_weight_g_mol": 204.032,
  "e_lumo_ev": -0.05,
  "gap_ev": 9.2,
  "elements": ["I", "S", "O", "C", "C", "H", "H", "H", "H", "H"],
  "xyz": [[2.99069, -0.19470, 0.24857], [0.61971, 2.02561, -0.59890], [0.73928, 0.89901, 1.80007], [0.91087, 0.57558, 0.51606], [-0.04961, -0.53064, 0.16551], [-1.10601, -0.19897, 0.23757], [1.47156, 1.36235, 2.26518], [0.12338, -1.52848, 0.59938], [-0.69639, 2.01992, -0.98971], [-0.11066, -0.81404, -0.96217]],
  "mulliken_charge": [0.0414, -0.2197, -0.4697, 0.3463, -1.3236, 0.3654, 0.3944, 0.3640, 0.1246, 0.3769]
}

=====

B | {
  "formula": "C2H5IOS",
  "method": "ωB97M-V/def2-TZVPD",
  "mol_weight_g_mol": 204.032,
  "e_lumo_ev": -1.38,
  "gap_ev": 8.1,
  "elements": ["I", "S", "O", "C", "C", "H", "H", "H", "H", "H"],
  "xyz": [[-2.72321, -0.69131, 0.42623], [-1.12790, 1.21827, 0.49040], [-1.13021, 1.70780, -1.19062], [0.77488, -0.59262, -0.52335], [0.37982, 0.19687, 0.66288], [1.41023, 0.07289, -1.20145], [-0.05882, -0.35891, 1.65814], [1.42620, -1.47686, -0.15213], [1.19060, 0.89322, 1.01516], [-0.14158, -0.96934, -1.18525]],
  "mulliken_charge": [0.0525, 0.2340, -0.5225, -0.7410, -0.5451, 0.2541, 0.3650, 0.2837, 0.3799, 0.2394]
}

=====

It comes down to A, which is 0.0584 hartree more stable than the next structure.

=====

A | {
  "formula": "C16H32Br16",
  "method": "ωB97M-V/def2-TZVPD",
  "smiles": "BrCCBr.BrCCBr.BrCCBr.BrCCBr.BrCCBr.BrCCBr.BrCCBr.BrCCBr",
  "mol_weight_g_mol": 1502.896,
  "e_lumo_ev": -0.02,
  "gap_ev": 9.9,
  "elements": ["Br", "Br", "Br", "Br", "Br", "Br", "Br", "Br", "Br", "Br", "Br", "Br", "Br", "Br", "Br", "Br", "C", "C", "C", "C", "C", "C", "C", "C", "C", "C", "C", "C", "C", "C", "C", "C", "H", "H", "H", "H", "H", "H", "H", "H", "H", "H", "H", "H", "H", "H", "H", "H", "H", "H", "H", "H", "H", "H", "H", "H", "H", "H", "H", "H", "H", "H", "H", "H"],
  "xyz": [[-4.11714, 31.36564, 2.89479], [-20.79134, 23.79064, 0.87089], [-14.70243, 35.41931, -1.56854], [-17.50194, 27.32062, 10.36382], [-15.00271, 28.08858, 3.25200], [-19.38647, 30.01887, -5.52496], [-10.19425, 34.49254, -2.66887], [-14.31687, 26.27229, 0.38828], [-14.25332, 24.17142, -6.77172], [-23.00923, 29.52734, 7.23553], [-20.73578, 30.14646, 3.22027], [-21.08691, 23.37212, -3.81230], [-6.84824, 29.05678, -0.10261], [-12.91104, 28.53186, -6.18360], [-19.47202, 24.52985, 10.54300], [-18.89748, 29.79613, -9.07394], [-20.85573, 29.65846, -6.86490], [-20.42854, 23.90628, -1.96867], [-5.79708, 29.48927, 1.53930], [-14.01396, 28.83072, 1.72065], [-12.74122, 26.59451, -6.49016], [-21.53931, 30.57006, 4.93674], [-11.88165, 34.44350, -1.60683], [-12.84681, 35.36028, -2.37578], [-21.44318, 23.29320, -0.96387], [-17.64714, 24.49147, 11.08040], [-4.96822, 30.74037, 1.23361], [-20.48692, 30.52278, -8.09402], [-21.80332, 29.23236, 5.66634], [-14.60543, 28.23499, 0.42481], [-14.13600, 26.13011, -6.88164], [-17.02936, 25.43698, 9.98275], [-11.73167, 34.85798, -0.60992], [-22.50381, 30.99886, 4.66477], [-12.95375, 35.14470, -3.43888], [-12.08023, 26.45052, -7.34483], [-12.95393, 28.58044, 1.67813], [-17.60096, 24.94346, 12.07119], [-12.52226, 36.38625, -2.54945], [-20.56429, 24.98578, -1.90281], [-20.84630, 31.22551, 5.46422], [-22.19236, 28.51919, 4.93961], [-20.86150, 28.83288, 6.04250], [-15.66419, 28.43438, 0.25937], [-17.53353, 25.13972, 9.06320], [-21.29893, 30.54639, -8.82079], [-4.19082, 30.56828, 0.48921], [-20.35354, 31.58857, -7.90858], [-15.94613, 25.40505, 9.86570], [-6.50486, 29.71325, 2.33742], [-14.87930, 26.73390, -6.36102], [-14.16736, 29.90970, 1.70136], [-22.44106, 23.72446, -1.04355], [-14.05680, 28.72980, -0.37660], [-14.15834, 26.38292, -7.94168], [-17.35758, 23.44086, 11.05823], [-20.87166, 28.59104, -7.08506], [-21.74942, 30.07944, -6.40425], [-12.41217, 26.18760, -5.53400], [-5.53860, 31.53232, 0.74823], [-12.17584, 33.39403, -1.59452], [-21.48207, 22.20439, -0.99675], [-5.12173, 28.65151, 1.71297], [-19.40982, 23.54790, -1.82074]],
  "mulliken_charge": [-0.1580, -0.1679, -0.1819, -0.1132, -0.1329, -0.1415, -0.1603, -0.1270, -0.1617, -0.1688, -0.1520, -0.1842, -0.1748, -0.1668, -0.1160, -0.1222, -0.5640, -0.5829, -0.5448, -0.6090, -0.5158, -0.5180, -0.4332, -0.7634, -0.5981, -0.4876, -0.6461, -0.6559, -0.6370, -0.6576, -0.6251, -0.6542, 0.3525, 0.3468, 0.4211, 0.3378, 0.3880, 0.3257, 0.4200, 0.3734, 0.3546, 0.4014, 0.3728, 0.4046, 0.3628, 0.3594, 0.3831, 0.4012, 0.3543, 0.3819, 0.4206, 0.3790, 0.3774, 0.3546, 0.3437, 0.3283, 0.3778, 0.3451, 0.3674, 0.3980, 0.3451, 0.3805, 0.3607, 0.4020]
}

=====

B | {
  "formula": "C16H32Br16",
  "method": "ωB97M-V/def2-TZVPD",
  "smiles": "BrCCBr.BrCCBr.BrCCBr.BrCCBr.BrCCBr.BrCCBr.BrCCBr.BrCCBr",
  "mol_weight_g_mol": 1502.896,
  "e_lumo_ev": 0.11,
  "gap_ev": 10.1,
  "elements": ["Br", "Br", "Br", "Br", "Br", "Br", "Br", "Br", "Br", "Br", "Br", "Br", "Br", "Br", "Br", "Br", "C", "C", "C", "C", "C", "C", "C", "C", "C", "C", "C", "C", "C", "C", "C", "C", "H", "H", "H", "H", "H", "H", "H", "H", "H", "H", "H", "H", "H", "H", "H", "H", "H", "H", "H", "H", "H", "H", "H", "H", "H", "H", "H", "H", "H", "H", "H", "H"],
  "xyz": [[0.01230, 19.05899, 9.18489], [-11.00804, 17.18850, 14.74776], [-4.30489, 14.80555, 16.94618], [-8.90187, 13.60520, 11.53986], [-1.83635, 19.95931, 13.43118], [-12.13201, 14.54634, 7.55861], [-2.23801, 10.48302, 7.16954], [-5.47242, 16.27980, 9.85428], [-7.41621, 10.71334, 6.75198], [-10.45390, 19.99431, 9.17727], [-14.24563, 13.86523, 14.13288], [-13.43614, 10.04639, 7.80331], [-7.39588, 7.38143, 10.15999], [-11.79558, 22.96995, 10.41283], [0.36824, 13.44802, 9.82558], [-3.84094, 15.67064, 20.26940], [-12.11769, 20.10432, 10.19719], [-7.93186, 15.04864, 10.57484], [-7.53483, 8.98287, 7.71876], [-12.70310, 11.76333, 8.36650], [-2.51910, 15.41719, 17.71323], [-13.04011, 12.74628, 7.27051], [-12.81257, 14.86508, 15.09745], [-12.80117, 16.23319, 14.46724], [-12.85867, 21.39807, 9.81914], [-7.07028, 9.08321, 9.15936], [-1.09740, 19.74224, 10.70068], [-0.22156, 12.39290, 8.20571], [-2.31902, 14.96292, 19.16296], [-0.64490, 19.14697, 12.00635], [-1.72125, 12.09999, 8.21521], [-6.43956, 14.87683, 10.83638], [0.10364, 12.92667, 7.31272], [-2.33144, 12.90313, 7.80202], [-5.99130, 9.19958, 9.26116], [0.23881, 11.40529, 8.17749], [-8.57114, 8.64655, 7.75125], [-13.69065, 16.83691, 14.64737], [-13.80677, 21.40755, 10.35682], [-0.99506, 20.82712, 10.72606], [-13.08655, 14.82708, 16.15177], [-2.32152, 13.87351, 19.19863], [-2.53867, 16.50638, 17.67591], [-12.89872, 16.17147, 13.38337], [-8.14946, 14.97005, 9.50967], [-13.18305, 12.04788, 9.30286], [-7.58789, 9.93384, 9.60276], [-7.08150, 8.22078, 7.08488], [-14.10322, 12.93568, 7.12209], [-12.77973, 19.28044, 9.93069], [-1.43459, 15.34918, 19.66962], [-2.10205, 11.91179, 9.21904], [-0.74651, 18.06211, 12.03540], [-2.16941, 19.66342, 10.51987], [-8.32228, 16.02126, 10.87428], [-6.17901, 13.90372, 10.42011], [0.38985, 19.37186, 12.26483], [-12.74962, 12.44563, 6.26387], [-11.87087, 14.35749, 14.88851], [-1.70782, 15.02347, 17.10093], [-11.63073, 11.57003, 8.39404], [-6.10898, 15.02078, 11.86501], [-13.13134, 21.53473, 8.77268], [-11.77440, 20.12492, 11.23152]],
  "mulliken_charge": [-0.1712, -0.1907, -0.1204, -0.1730, -0.1742, -0.1753, -0.1556, -0.1679, -0.1590, -0.1253, -0.1704, -0.1552, -0.1513, -0.1329, -0.1649, -0.1378, -0.6316, -0.6418, -0.6262, -0.4179, -0.6531, -0.7317, -0.4319, -0.7308, -0.5947, -0.4831, -0.6863, -0.4789, -0.5683, -0.5379, -0.6094, -0.5591, 0.3559, 0.3503, 0.3135, 0.3405, 0.3715, 0.4386, 0.3521, 0.3985, 0.3442, 0.3495, 0.3830, 0.3861, 0.3856, 0.3470, 0.3320, 0.4057, 0.4048, 0.3575, 0.3775, 0.3611, 0.3703, 0.4177, 0.4177, 0.3589, 0.3837, 0.4078, 0.3536, 0.3695, 0.3221, 0.3776, 0.3866, 0.3875]
}

=====

It comes down to B, which is 0.0182 hartree more stable than the next structure.

=====

A | {
  "formula": "C3H7ClS",
  "method": "ωB97M-V/def2-TZVPD",
  "mol_weight_g_mol": 110.609,
  "e_lumo_ev": [-0.12, -0.12],
  "gap_ev": [7.9, 7.9],
  "elements": ["Cl", "S", "C", "C", "C", "H", "H", "H", "H", "H", "H", "H"],
  "xyz": [[-2.78205, 0.39039, -0.08624], [0.54083, 0.72785, -0.28037], [-2.00147, -1.21321, 0.36043], [1.56135, -0.28935, -1.15339], [1.33817, 1.48417, 0.98433], [2.33766, 1.70442, 0.79004], [1.16354, -0.98174, -1.92411], [-1.58533, -0.91643, 1.42901], [-1.28842, -1.26684, -0.42612], [0.77146, 2.26236, 1.40401], [-2.69891, -1.89668, 0.24401], [2.64316, -0.00494, -1.34160]],
  "mulliken_charge": [-0.1981, 0.2230, -0.4430, -0.6480, -0.7244, 0.3156, 0.2835, 0.2323, 0.0369, 0.3163, 0.3504, 0.2556]
}

=====

B | {
  "formula": "C3H7ClS",
  "method": "ωB97M-V/def2-TZVPD",
  "smiles": "C=C(C)S.Cl",
  "mol_weight_g_mol": 110.609,
  "e_lumo_ev": 0.66,
  "gap_ev": 9.4,
  "elements": ["Cl", "S", "C", "C", "C", "H", "H", "H", "H", "H", "H", "H"],
  "xyz": [[0.83285, 3.56174, -0.56572], [0.64680, 0.25986, 1.82167], [0.61224, -1.45286, -0.42183], [0.02183, -0.57571, 0.36510], [-1.39987, -0.10147, 0.03122], [1.62999, -1.87115, -0.14154], [-1.81641, -0.51919, -0.76393], [-1.35176, 1.01345, -0.24686], [1.61057, -0.75832, 2.15510], [1.09952, 2.72259, -1.60334], [-2.04025, -0.39882, 0.78587], [0.15449, -1.88014, -1.41576]],
  "mulliken_charge": [-0.2661, -0.1950, -0.6555, 0.6066, -1.3230, 0.1817, 0.4285, 0.2407, 0.1320, 0.2588, 0.3692, 0.2222]
}

=====

It comes down to B, which is 0.0849 hartree more stable than the next structure.